Entry from the Open Molecules 2025 dataset: a structure of composition C16H27AsF6N3NaO2S (ωB97M-V/def2-TZVPD).

Values from the calculation:
Max |F| ... 0.0189 hartree/bohr
Lowest unoccupied orbital energy ... 0.19 eV
HOMO level ... -8.67 eV
Orbital gap ... 8.8545 eV
DFT total energy ... -117995.8755 eV

Atoms and positions in Å:
1 H 5.32074 -0.04236 -3.07112
2 H 2.17465 -2.24748 2.57862
3 H 3.76931 1.56042 0.00618
4 C 3.33876 -0.70825 -2.29014
5 H 0.61782 -1.47318 -4.75354
6 C 3.20824 1.57684 -0.92804
7 C -4.71034 3.16447 1.70386
8 C -0.35878 -1.35884 -4.31679
9 H 5.20232 -0.21533 -1.38593
10 H -1.29077 -0.24888 -5.82640
11 N -2.90542 1.45082 -0.74253
12 H -4.66476 3.85740 2.54619
13 H 2.01514 -5.55556 4.53195
14 H -6.30732 4.23882 0.68276
15 F 0.74454 2.45172 3.91913
16 C -2.19824 -1.45629 -3.03277
17 H -5.89712 2.62302 -0.00964
18 H 4.97935 2.22892 -1.91533
19 H 3.41064 -1.79132 -2.28469
20 H 0.40819 -4.77176 2.79164
21 S 2.44500 -0.07257 -0.87455
22 F -0.31662 3.40998 1.93821
23 C -0.86251 -1.92153 -3.17266
24 H 0.57448 -2.23718 3.34347
25 H -2.89638 -1.80040 -2.28405
26 As 0.10659 1.82302 2.47110
27 H 2.07677 -4.68182 2.24948
28 C 4.14548 1.56312 -2.12521
29 F 0.49169 0.19409 2.93971
30 C 4.61178 0.10656 -2.25491
31 H 3.60949 1.81763 -3.03917
32 F -0.55899 1.18459 0.97202
33 H -2.58153 3.50624 1.53592
34 C -2.49243 -0.70123 -4.14222
35 C -3.43834 3.43119 0.86881
36 C -3.15457 2.32136 -0.04020
37 H 1.22693 -4.11835 5.14343
38 H 2.70062 -0.39675 -3.12445
39 C 1.87945 -4.48909 4.35192
40 H 2.85310 -4.00457 4.45840
41 H -3.56173 4.32847 0.26135
42 H -0.33085 -2.59063 -2.51671
43 C 1.20614 -2.74839 2.61703
44 N 0.19428 -2.43830 0.23277
45 H -4.58256 2.18657 2.17819
46 F -1.46629 1.64453 3.16745
47 N -1.36196 -0.63257 -4.90201
48 F 1.62846 1.94921 1.68381
49 C -5.99761 3.22024 0.90336
50 H 2.43855 2.34049 -0.87279
51 H -6.81079 2.69692 1.41353
52 O 2.92062 -0.72019 0.31943
53 H -3.37168 -0.15931 -4.44252
54 O 1.04390 -0.04597 -1.20703
55 Na -1.18586 -0.43378 -0.49113
56 C 1.35177 -4.24481 2.94024
57 C 0.60867 -2.56994 1.29652

Cartesian forces (eV/Å) of the 2 atoms listed first:
-0.4780 -0.0350 -0.3744
-0.0172 0.0696 0.1430


Entry from the Open Molecules 2025 dataset: a structure of composition C3H13N3O (ωB97M-V/def2-TZVPD).

Values from the calculation:
ΔE to the lowest compared entry with this formula, charge and spin ... 734.3 kJ/mol
Max |F| ... 0.1092 hartree/bohr
Lowest unoccupied orbital energy (alpha / beta) ... 0.01 / 0.01 eV
HOMO level (alpha / beta) ... -5.90 / -5.89 eV
Orbital gap (alpha / beta) ... 5.9100 / 5.8975 eV
DFT total energy ... -9832.6919 eV

Atoms and positions in Å:
1 H -1.33631 -3.30198 -0.13428
2 H -1.69446 0.88268 -1.22856
3 H -0.04054 1.07588 -1.88336
4 C -1.12383 -2.33315 0.33704
5 H -2.07728 -1.89477 0.69730
6 H -0.99428 -1.40736 -1.42311
7 H 2.93621 1.84022 -1.30423
8 H -0.50908 -2.42823 1.23730
9 N 2.87143 1.03171 -0.68797
10 N -0.42220 -1.46046 -0.57444
11 O 1.92342 1.21731 0.28345
12 C -0.65463 0.52242 1.37635
13 H -0.15887 -0.16000 2.06268
14 H -0.35111 1.51539 1.71266
15 H -1.73422 0.33742 1.39648
16 H 0.99806 -0.00863 0.01907
17 C -0.66403 1.17697 -0.99714
18 N -0.13366 0.32528 0.04262
19 H 3.78078 0.85505 -0.26545
20 H -0.61540 2.21426 -0.66642

Cartesian forces (eV/Å) of the 2 atoms listed first:
0.2494 0.2428 0.0766
0.1019 0.2000 0.1237


Entry from the Open Molecules 2025 dataset: an isolated molecule of CH4ClN3 (ωB97M-V/def2-TZVPD).

Values from the calculation:
ΔE to the lowest compared entry with this formula, charge and spin ... 58.0 kJ/mol
Max |F| ... 0.0867 hartree/bohr
Lowest unoccupied orbital energy ... 0.38 eV
HOMO level ... -9.53 eV
SMILES ... [H]/N=C(/N)NCl
Orbital gap ... 9.9063 eV
DFT total energy ... -18092.9573 eV

Atoms and positions in Å:
1 H 0.28896 -0.41281 2.04848
2 N 1.41143 -0.22298 0.08280
3 H 1.88301 -0.27482 -0.77144
4 H -1.36384 0.51674 -0.93962
5 C 0.19944 -0.02283 0.06756
6 N -0.34760 0.19347 1.40576
7 Cl -0.07371 0.10700 -2.54945
8 N -0.71001 -0.20814 -0.94050
9 H -1.28767 0.32436 1.59641

Cartesian forces (eV/Å) of the 2 atoms listed first:
-2.0971 1.8416 -1.3065
2.1054 0.2635 0.9467


Entry from the Open Molecules 2025 dataset: a structure of composition C36H42Cl3N3NaOSSi (ωB97M-V/def2-TZVPD).

Values from the calculation:
ΔE to the lowest compared entry with this formula, charge and spin ... 0.0 kJ/mol
Spin multiplicity ... 2
Max |F| ... 0.0180 hartree/bohr
Lowest unoccupied orbital energy (alpha / beta) ... 3.74 / 3.73 eV
HOMO level (alpha / beta) ... -1.60 / -1.60 eV
Orbital gap (alpha / beta) ... 5.3406 / 5.3341 eV
DFT total energy ... -105229.0635 eV
Net charge ... -2

Atoms and positions in Å:
1 O -2.98367 -0.37775 1.34267
2 C -2.19655 -0.00731 -4.67288
3 C 1.36657 -2.98729 2.69013
4 H 1.44510 0.33721 5.24401
5 C 2.27692 1.03136 -3.42528
6 H 1.31040 1.59670 -0.90862
7 C 1.68501 -0.07791 -2.81547
8 C 0.21635 4.23061 -0.43552
9 C -1.62955 2.59026 0.07279
10 N -0.73596 1.60276 -0.49519
11 Si -0.20388 -0.25103 -2.58401
12 C 3.12023 0.21941 3.86715
13 H 0.57687 3.31065 1.48390
14 H -2.65643 2.31925 -0.18719
15 C -3.28627 1.87107 4.10040
16 C 0.00862 -0.17775 -5.54049
17 N -1.72001 -3.60138 1.52531
18 H -1.74822 4.21518 -1.36222
19 H -5.28737 0.17791 1.37872
20 H -1.55889 2.51326 1.16104
21 C -4.62499 2.16388 4.04166
22 H 0.19031 -0.17150 -7.68023
23 H 5.56024 0.23193 -3.15914
24 H 2.21600 -5.18930 0.70919
25 C 4.48337 0.14393 -3.06847
26 H 4.08400 2.02906 -4.01910
27 S -0.98943 0.60878 3.26825
28 C 3.92016 -0.97087 -2.46217
29 H 3.19867 2.38460 3.72388
30 C -2.71024 0.06002 -5.96027
31 C 2.67604 -0.97532 3.03741
32 H 2.00435 3.38784 0.46725
33 H 0.61816 -3.68087 3.05406
34 H 3.29017 -2.36316 -0.00090
35 C 3.65551 1.15008 -3.54996
36 H 3.24203 1.57003 2.15421
37 C -1.30950 4.02463 -0.37870
38 H 4.21164 0.14061 3.96507
39 H -2.89016 0.00605 -3.83723
40 H 0.91585 1.06089 0.71548
41 H 1.64458 1.82461 -3.81322
42 C -0.61658 -1.61744 -1.54512
43 C 0.92529 3.21075 0.45089
44 H 0.52609 -4.70068 0.81373
45 Cl -3.83471 -5.95051 -0.33887
46 H 2.78408 -0.66281 5.83147
47 C -5.40553 1.55965 3.05420
48 C -3.55695 -5.36532 1.24531
49 H 1.54040 -4.06878 -0.48296
50 H 2.92528 1.09993 5.82530
51 C 3.23306 -1.17695 1.77408
52 C 2.53981 -1.07119 -2.33578
53 C -2.64914 0.98619 3.20372
54 N -3.46531 0.42542 2.23756
55 H -1.94677 1.42188 -2.17562
56 C 2.85814 -2.25063 0.98720
57 H -2.24911 0.06138 -8.06293
58 C 2.53272 0.24197 5.27377
59 H -1.77357 4.73679 0.31225
60 H 0.56733 4.09802 -1.46425
61 H 1.72890 1.66644 3.05311
62 H -1.69411 -1.71396 -1.35714
63 C 1.52794 -4.35064 0.57098
64 H -0.43516 2.23225 -2.52792
65 C -4.79008 0.70202 2.18052
66 Na -1.20479 -1.40321 1.00327
67 C -0.49119 -0.11727 -6.83780
68 Cl -2.29783 -7.40184 2.36555
69 H 3.96383 -0.47339 1.38789
70 H 2.10005 -1.92312 -1.82835
71 C 1.73088 -1.89562 3.47351
72 C -2.55549 -4.38850 1.39481
73 H 1.24410 -1.76114 4.43002
74 H -3.78091 0.14482 -6.11156
75 C -0.82384 -0.11591 -4.41954
76 C -1.85509 0.00904 -7.05415
77 H -0.21269 -2.60172 -1.79537
78 H 1.07958 -0.27781 -5.40198
79 H 0.48153 5.25169 -0.14629
80 C 0.65338 1.78914 -0.05710
81 H -6.46595 1.74336 2.95557
82 C -0.87870 1.40759 -1.92915
83 Cl -4.91757 -5.23159 2.28321
84 H -5.06495 2.85024 4.75471
85 H -2.64980 2.31429 4.85364
86 H 4.55872 -1.75819 -2.07625
87 C 1.92028 -3.18173 1.43148
88 C 2.80840 1.53592 3.15407

Cartesian forces (eV/Å) of the 2 atoms listed first:
-0.6411 0.2584 0.1687
-0.0191 -0.0056 0.0227